one) ORCA calculation (ωB97M-V/def2-TZVPD) on the molecule CH2I2S.

CARTESIAN COORDINATES (ANGSTROEM)
C (0.419, 0.339, -0.152)
S (1.220, 1.765, 1.288)
I (1.530, 0.424, -1.935)
I (1.083, 0.533, 3.292)
H (0.509, -0.617, 0.340)
H (-0.591, 0.707, -0.272)

* SMILES string: ICSI
* gap between HOMO and LUMO: 8.23 eV
* LUMO energy: -0.0214 Eh

=====

two) ORCA calculation (ωB97M-V/def2-TZVPD) on a structure of composition CH2I2S.

CARTESIAN COORDINATES (ANGSTROEM)
C (-1.587, -0.941, 0.242)
S (2.324, 0.684, -0.833)
I (0.100, 0.308, 0.511)
I (2.904, 2.467, 0.386)
H (-2.208, -0.475, -0.541)
H (-1.533, -2.043, 0.235)

* gap between HOMO and LUMO (spin up / spin down): 6.48 / 6.48 eV
* LUMO energy (spin up / spin down): -0.0646 / -0.0648 Eh

=====

Most stable to least stable: one), two)

=====

one) ORCA calculation (ωB97M-V/def2-TZVPD) on a cluster of 5 separate species, C8H24FO4 in total.

CARTESIAN COORDINATES (ANGSTROEM)
F (-8.857, -14.381, 6.739)
C (-6.183, -10.452, 6.947)
C (-7.146, -11.629, 6.926)
O (-8.411, -11.189, 7.354)
H (-6.199, -9.905, 6.004)
H (-5.171, -10.854, 6.981)
H (-6.300, -9.777, 7.795)
H (-6.758, -12.414, 7.575)
H (-7.111, -12.082, 5.936)
H (-8.301, -10.607, 8.109)
C (-6.243, -14.911, 11.252)
C (-6.582, -15.034, 9.782)
O (-7.865, -14.458, 9.535)
H (-5.202, -15.192, 11.416)
H (-6.895, -15.570, 11.825)
H (-6.273, -13.867, 11.564)
H (-6.532, -16.074, 9.462)
H (-5.880, -14.432, 9.205)
H (-8.103, -14.614, 8.618)
C (-4.545, -16.701, 6.435)
C (-5.904, -16.103, 5.970)
O (-6.095, -14.790, 6.447)
H (-4.451, -16.704, 7.521)
H (-3.755, -16.097, 5.990)
H (-4.464, -17.741, 6.118)
H (-6.778, -16.638, 6.342)
H (-5.925, -16.177, 4.883)
H (-7.041, -14.628, 6.454)
C (-10.128, -18.853, 7.852)
C (-9.618, -17.379, 7.839)
O (-9.996, -16.804, 6.582)
H (-9.724, -19.510, 8.622)
H (-9.765, -19.399, 6.981)
H (-11.211, -18.974, 7.888)
H (-8.534, -17.289, 7.778)
H (-9.982, -16.757, 8.656)
H (-9.544, -15.957, 6.589)

* charge: -1
* gap between HOMO and LUMO: 9.24 eV
* LUMO energy: 0.1241 Eh

=====

two) ORCA calculation (ωB97M-V/def2-TZVPD) on a cluster of 5 separate species, C8H24FO4 in total.

CARTESIAN COORDINATES (ANGSTROEM)
F (1.134, 0.792, -1.053)
C (-3.116, 3.155, 0.687)
C (-1.719, 2.748, 0.523)
O (-1.570, 1.418, 0.515)
H (-3.666, 2.978, -0.237)
H (-3.124, 4.144, 1.145)
H (-3.782, 2.678, 1.405)
H (-1.157, 3.052, 1.406)
H (-1.308, 3.243, -0.357)
H (-0.635, 1.296, 0.335)
C (1.769, -4.260, -0.889)
C (1.405, -2.812, -0.477)
O (1.723, -1.938, -1.498)
H (2.704, -4.375, -1.438)
H (1.126, -4.676, -1.665)
H (1.881, -5.033, -0.128)
H (1.756, -2.403, 0.471)
H (0.323, -2.762, -0.352)
H (1.603, -1.019, -1.246)
C (-2.468, -2.034, -2.282)
C (-1.969, -0.808, -1.565)
O (-1.064, -0.164, -2.456)
H (-3.085, -2.733, -1.719)
H (-1.649, -2.658, -2.640)
H (-3.183, -1.767, -3.060)
H (-1.426, -1.209, -0.709)
H (-2.839, -0.189, -1.348)
H (-0.383, 0.335, -1.998)
C (3.115, 2.165, 2.956)
C (2.277, 1.149, 2.121)
O (1.215, 1.811, 1.414)
H (3.904, 1.726, 3.567)
H (2.622, 2.835, 3.660)
H (3.590, 2.847, 2.251)
H (1.883, 0.351, 2.750)
H (2.924, 0.674, 1.384)
H (1.186, 1.445, 0.527)

* charge: -1
* gap between HOMO and LUMO: 9.53 eV
* LUMO energy: 0.1284 Eh

=====

Most stable to least stable: one), two)

=====

one) ORCA calculation (ωB97M-V/def2-TZVPD) on a cluster of 2 separate species, C2H3F2N in total.

CARTESIAN COORDINATES (ANGSTROEM)
C (-0.477, -0.080, -0.320)
C (0.729, -0.353, 0.355)
N (-1.617, 0.128, 0.248)
F (1.779, 1.444, 0.038)
F (1.515, -1.236, -0.167)
H (-0.278, 0.098, -1.334)
H (0.843, -0.147, 1.462)
H (-2.494, 0.145, -0.283)

* gap between HOMO and LUMO: 9.46 eV
* LUMO energy: -0.0653 Eh

=====

two) ORCA calculation (ωB97M-V/def2-TZVPD) on the molecule C2H3F2N.

CARTESIAN COORDINATES (ANGSTROEM)
C (-0.272, -0.019, 0.180)
C (0.025, 1.456, 0.522)
N (0.562, -0.922, 0.082)
F (-0.633, 1.590, 1.732)
F (-0.596, 2.310, -0.308)
H (-1.407, -0.283, 0.236)
H (1.042, 1.603, 0.488)
H (0.279, -1.884, 0.016)

* SMILES string: [H]/N=C/C(F)F
* gap between HOMO and LUMO: 11.35 eV
* LUMO energy: 0.0400 Eh

=====

Most stable to least stable: two), one)

=====

one) ORCA calculation (ωB97M-V/def2-TZVPD) on the molecule C2H3F2N.

CARTESIAN COORDINATES (ANGSTROEM)
C (-0.740, -0.225, -0.450)
C (0.654, 0.166, -0.010)
N (-0.264, -0.134, 0.960)
F (1.299, 1.250, -0.089)
F (1.795, -0.969, -0.098)
H (-1.337, 0.573, -1.064)
H (-0.949, -1.235, -0.897)
H (-0.457, 0.574, 1.648)

* SMILES string: FC1(F)CN1
* gap between HOMO and LUMO: 11.65 eV
* LUMO energy: 0.0334 Eh

=====

two) ORCA calculation (ωB97M-V/def2-TZVPD) on the molecule C2H3F2N.

CARTESIAN COORDINATES (ANGSTROEM)
C (-0.461, -0.195, 0.850)
C (0.410, -0.534, -0.295)
N (-0.350, 0.555, -0.807)
F (0.234, -1.688, -0.991)
F (0.423, 1.681, -0.700)
H (-1.539, -0.292, 0.876)
H (-0.281, 0.724, 1.341)
H (1.563, -0.252, -0.275)

* SMILES string: F[C@@H]1CN1F
* gap between HOMO and LUMO: 11.05 eV
* LUMO energy: 0.0228 Eh

=====

Most stable to least stable: one), two)

=====

one) ORCA calculation (ωB97M-V/def2-TZVPD) on the molecule C2H3NS2.

CARTESIAN COORDINATES (ANGSTROEM)
C (-0.449, 0.511, 0.926)
C (0.497, -0.282, -1.091)
H (0.037, 1.359, 0.640)
H (-0.577, -1.566, 0.415)
H (0.972, -1.237, -1.500)
N (-0.377, -0.511, 0.073)
S (-1.122, 0.804, 2.459)
S (1.019, 0.922, -1.921)

* SMILES string: S=CNC=S
* gap between HOMO and LUMO: 7.84 eV
* LUMO energy: -0.0302 Eh

=====

two) ORCA calculation (ωB97M-V/def2-TZVPD) on the molecule C2H3NS2.

CARTESIAN COORDINATES (ANGSTROEM)
C (-1.269, -0.054, -0.097)
C (1.335, -0.058, 0.001)
H (-1.920, 0.771, 0.105)
H (-0.043, 1.372, 0.032)
H (1.945, 0.731, 0.407)
N (0.029, 0.416, -0.278)
S (-1.848, -1.566, -0.062)
S (1.771, -1.612, -0.108)

* SMILES string: S=CNC=S
* gap between HOMO and LUMO: 7.77 eV
* LUMO energy: -0.0259 Eh

=====

Most stable to least stable: two), one)

=====

one) ORCA calculation (ωB97M-V/def2-TZVPD) on a cluster of 6 separate species, H13NO5 in total.

CARTESIAN COORDINATES (ANGSTROEM)
N (-1.898, 0.004, -1.821)
H (-2.171, -0.132, -0.851)
H (-2.645, -0.489, -2.309)
H (-2.048, 0.992, -1.994)
H (0.501, -3.113, -0.253)
H (0.283, -4.136, 0.817)
O (0.969, -3.552, 0.470)
H (-0.884, 2.730, -3.528)
H (0.258, 1.941, -2.834)
O (-0.447, 2.582, -2.685)
H (-0.057, -0.374, -2.067)
H (1.351, -0.613, -1.486)
O (0.869, -0.564, -2.316)
H (-0.097, -0.960, 4.468)
H (1.321, -0.651, 4.018)
O (0.542, -0.241, 4.409)
H (-0.661, 1.943, 1.711)
H (0.147, 1.417, 2.802)
O (0.278, 1.925, 1.980)

* SMILES string: N.O.O.O.O.O
* gap between HOMO and LUMO: 11.18 eV
* LUMO energy: 0.0088 Eh

=====

two) ORCA calculation (ωB97M-V/def2-TZVPD) on a cluster of 6 separate species, H13NO5 in total.

CARTESIAN COORDINATES (ANGSTROEM)
N (-1.697, -0.611, -1.807)
H (-2.434, -0.578, -1.111)
H (-2.139, -0.733, -2.713)
H (-1.223, -1.500, -1.667)
H (-1.046, -0.101, 1.683)
H (-0.969, 1.016, 0.694)
O (-1.618, 0.491, 1.180)
H (0.655, 4.005, -0.889)
H (0.939, 2.538, -0.617)
O (1.249, 3.427, -0.399)
H (-0.118, 0.304, -1.410)
H (0.970, -0.319, -0.729)
O (0.710, 0.582, -0.976)
H (0.286, -3.507, 1.576)
H (0.496, -2.039, 1.492)
O (-0.012, -2.745, 1.063)
H (1.607, 0.366, 1.009)
H (2.646, -0.390, 1.847)
O (1.699, -0.207, 1.775)

* SMILES string: N.O.O.O.O.O
* gap between HOMO and LUMO: 11.38 eV
* LUMO energy: 0.0135 Eh

=====

Most stable to least stable: two), one)